Density functional theory data (wB97M-V/def2-TZVPD) for C7H13N3O3 in the gas phase.

SMILES = COC[C@H](O)Cn1ccnc1NO

```
26
C7H13N3O3 wB97M-V/def2-TZVPD
C -1.31 2.91 -1.79
O -0.38 2.63 -0.67
C 0.27 1.39 -0.69
C 0.28 0.80 0.87
O 0.73 1.86 1.72
C 1.18 -0.43 1.07
N 0.87 -1.27 2.24
C 1.37 -1.02 3.56
C 0.86 -2.04 4.28
N 0.21 -2.99 3.50
C 0.19 -2.45 2.31
N -0.63 -3.09 1.45
O -1.06 -2.59 0.12
H -2.29 2.56 -1.66
H -0.93 2.55 -2.80
H -1.56 3.94 -1.90
H 1.27 1.60 -1.13
H -0.27 0.69 -1.44
H -0.77 0.57 1.12
H 0.47 2.64 1.27
H 2.25 0.03 1.10
H 0.91 -0.90 0.11
H 2.01 -0.17 3.98
H 1.09 -2.24 5.36
H -0.42 -4.10 1.56
H -2.04 -2.54 0.13
```

***

Density functional theory data (wB97M-V/def2-TZVPD) for C7H13N3O4 in the gas phase.

SMILES = NC(=O)CC[C@H](N)C(=O)NCC(=O)O

```
27
C7H13N3O4 wB97M-V/def2-TZVPD
N -3.89 0.19 0.11
C -3.47 -1.06 -0.18
O -4.19 -1.97 -0.53
C -1.96 -1.33 0.12
C -1.09 -0.17 -0.46
C -0.56 0.84 0.51
N -1.62 1.85 0.82
C 0.68 1.52 -0.12
O 0.55 2.65 -0.59
N 1.78 0.81 -0.26
C 2.15 -0.39 0.49
C 3.51 -0.98 0.14
O 3.90 -1.99 0.64
O 4.23 -0.23 -0.80
H -3.27 0.94 0.41
H -4.84 0.37 -0.19
H -1.87 -1.47 1.20
H -1.67 -2.23 -0.40
H -1.64 0.25 -1.34
H -0.22 -0.58 -0.90
H -0.31 0.38 1.48
H -1.40 2.34 1.72
H -1.41 2.63 0.16
H 2.53 1.28 -0.75
H 1.48 -1.23 0.43
H 2.23 -0.21 1.58
H 5.09 -0.63 -0.93
```

***

HOMO-LUMO gap: 8.26; 9.48 (eV)
E_LUMO: 0.52; 0.21 (eV)
Relative energy (zero: lowest compared OMol25 entry of this formula, charge and spin): 564.2; 79.4 (kJ/mol)